Record 1
Entry from the Open Molecules 2025 dataset: a structure of composition C19H17Cl5O4PdS (ωB97M-V with the def2-TZVPD basis set).

Results
Energy relative to the best compared isomer or geometry (same formula, charge and spin) = 43.9 kJ/mol
E = -105094.698 eV
LUMO = 0.16550 Ha
Charge = -2

Each line ends with the Mulliken charge.
Cartesian coordinates (Å):
Cl (-3.497, 1.953, 0.203)  -0.171
O (1.086, 1.237, 0.115)  -0.762
S (-1.314, 0.349, -2.228)  0.708
C (3.772, 0.575, 3.166)  -0.888
H (0.454, -0.102, -5.508)  0.314
C (0.172, -0.733, -2.186)  -0.694
C (1.868, 1.026, 1.081)  -0.211
C (0.054, 1.163, 2.802)  0.806
C (3.265, 0.779, 0.815)  -0.314
H (-0.059, -1.537, -1.491)  0.523
O (-0.746, 1.720, 2.061)  -0.603
C (-5.371, 0.005, 0.117)  -0.530
O (-2.472, -0.533, -2.559)  -0.716
H (1.347, 0.675, -4.195)  0.256
H (-0.369, -1.836, -3.944)  0.315
C (2.436, 0.755, 3.455)  -0.416
C (-0.479, 0.523, 4.078)  -1.411
C (0.443, 0.106, -4.431)  -0.549
Cl (-2.335, -3.248, 0.765)  -0.244
Cl (-7.461, -1.731, -0.039)  -0.253
H (2.138, 0.743, 4.498)  0.156
H (5.460, -0.331, -0.323)  0.314
C (0.442, -1.181, -3.610)  -0.655
C (-3.030, -0.665, 0.512)  -1.418
H (7.029, 0.234, 0.303)  0.225
C (1.468, 0.991, 2.476)  0.313
Cl (-6.548, 1.253, -0.164)  -0.241
H (0.124, 0.766, 4.955)  0.450
C (-0.792, 0.886, -4.002)  -0.862
Pd (-1.140, 0.329, 0.169)  -0.516
H (-1.671, 0.649, -4.603)  0.324
H (1.388, -1.722, -3.711)  0.360
C (4.172, 0.593, 1.822)  1.232
H (3.551, 0.786, -0.229)  0.299
H (-1.502, 0.859, 4.236)  0.331
C (-4.838, -2.322, 0.361)  -0.306
H (5.783, 1.409, -0.186)  0.323
Cl (-5.355, -3.985, 0.421)  -0.246
C (-4.029, 0.302, 0.296)  1.347
C (-5.787, -1.326, 0.155)  0.581
H (-0.639, 1.967, -3.987)  0.301
C (5.957, 0.434, 0.283)  -0.809
H (-0.488, -0.562, 3.951)  0.279
O (5.526, 0.408, 1.617)  -0.460
C (-3.502, -1.973, 0.527)  0.912
H (4.514, 0.425, 3.940)  0.374
H (0.974, -0.112, -1.784)  0.232

---

Record 2
Entry from the Open Molecules 2025 dataset: a structure of composition C19H17CoN6O7S4 (ωB97M-V with the def2-TZVPD basis set).

Results
Energy relative to the best compared isomer or geometry (same formula, charge and spin) = 0.7 kJ/mol
E = -124217.448 eV
LUMO = -0.00967 Ha

Each line ends with the Mulliken charge.
Cartesian coordinates (Å):
O (2.803, 2.177, -2.735)  -0.745
C (4.089, 0.919, 1.303)  -0.513
C (2.249, 1.097, -0.263)  0.310
H (1.165, -3.598, -6.092)  0.228
H (-0.451, 2.529, 4.686)  0.444
N (1.185, 1.295, -1.080)  0.101
H (-0.055, -2.766, -6.893)  0.218
S (1.412, 1.821, -2.610)  1.163
S (3.959, 1.159, -0.415)  -0.004
H (-0.738, 2.398, 7.144)  0.417
Co (0.099, 1.633, 0.634)  0.045
N (-0.842, -0.026, 0.777)  0.576
H (-3.537, -1.427, -2.038)  0.330
C (-0.780, 0.628, 2.890)  1.093
O (-0.867, 4.818, -0.467)  -0.621
H (-1.401, -3.542, -1.443)  0.295
C (1.932, -0.711, -3.498)  -0.405
C (-1.359, -0.725, 4.929)  0.336
C (-0.058, -0.627, -5.430)  -0.723
C (-2.310, -2.997, -1.191)  -0.556
H (-1.420, 0.242, 8.171)  0.375
C (1.699, -1.817, -4.289)  -0.821
H (-2.385, -2.150, -3.186)  0.346
H (-0.826, -0.590, -6.193)  0.300
C (-0.748, 1.603, 5.159)  -0.529
H (2.662, 0.758, 2.940)  0.459
S (-2.149, -2.305, 0.478)  -0.081
C (1.156, 0.428, -3.654)  -0.311
O (0.378, 2.769, -2.894)  -0.699
N (-1.025, -0.390, 2.112)  -0.999
H (2.297, -2.712, -4.159)  0.325
H (-1.814, -1.742, 6.745)  0.428
H (2.714, -0.741, -2.748)  0.340
C (-0.908, 1.528, 6.526)  -0.781
N (0.424, -2.920, -6.022)  -0.581
C (0.696, -1.792, -5.265)  1.070
C (-1.292, 0.316, 7.099)  -0.329
C (2.877, 0.867, 1.888)  -0.610
S (-1.300, -0.579, -1.780)  0.176
C (-2.539, -1.848, -2.150)  -0.584
C (0.171, 0.476, -4.627)  -0.175
H (-0.421, 1.375, -4.736)  0.497
N (-0.546, 3.752, -0.076)  1.332
O (-1.297, 2.707, -0.119)  -0.535
O (-1.593, -1.846, 4.225)  -0.682
H (-1.454, -1.646, 3.275)  0.670
C (-1.338, -0.853, -0.068)  -0.019
C (-0.969, 0.490, 4.342)  0.339
O (-0.369, 1.764, 2.431)  -0.801
H (5.053, 0.845, 1.777)  0.430
H (-3.153, -3.687, -1.179)  0.406
C (-1.514, -0.796, 6.314)  -0.649
N (1.847, 0.944, 0.985)  0.234
O (0.591, 3.489, 0.466)  -0.531

---

Record 3
Entry from the Open Molecules 2025 dataset: a structure of composition C19H17F5N2SW (ωB97M-V with the def2-TZVPD basis set).

Results
<S²> = 2.027
Energy relative to the best compared isomer or geometry (same formula, charge and spin) = 326.9 kJ/mol
E = -49184.730 eV
Multiplicity = 3
LUMO (spin up / spin down) = -0.26507 / -0.40955 Ha
Charge = +2

Each line ends with the Löwdin spin population.
Cartesian coordinates (Å):
H (2.405, -4.603, -1.466)  0.000
H (-0.009, -2.372, 1.301)  0.001
H (-2.538, 1.660, -2.029)  0.002
H (0.389, 3.032, -1.637)  0.001
C (-1.386, -0.001, 4.074)  0.189
W (-1.116, 0.357, -0.367)  0.786
F (-1.231, -1.285, 3.644)  0.071
H (-3.171, 2.117, -0.516)  0.008
H (-1.619, 2.633, 1.061)  0.005
C (-0.934, 1.059, 3.273)  0.009
C (2.196, 2.576, -2.625)  -0.004
C (1.596, -0.040, -2.021)  0.013
H (-3.612, 0.499, -1.117)  0.001
C (0.467, -2.467, 0.328)  0.009
C (-0.922, 2.343, 3.868)  0.181
H (3.381, -0.557, -3.090)  0.000
S (-0.126, 0.540, 1.769)  0.064
H (-1.397, 3.048, -0.607)  0.000
C (-1.494, 2.557, 5.118)  0.198
H (-0.014, 2.732, 0.400)  0.006
H (3.936, 1.827, -3.668)  0.001
C (-1.020, 2.386, 0.181)  0.008
F (-1.604, 3.803, 5.635)  0.076
C (3.048, 1.573, -3.094)  0.018
C (2.730, 0.259, -2.785)  -0.002
H (-1.872, -2.093, -0.299)  0.003
F (-2.771, 1.719, 6.946)  -0.014
F (-2.508, -0.842, 5.972)  0.068
C (-2.076, -1.242, 0.363)  0.007
N (0.705, 0.930, -1.590)  0.005
H (-1.975, -1.553, 1.424)  0.007
C (1.038, 2.216, -1.942)  0.017
C (1.880, -3.700, -1.156)  0.006
C (1.033, -3.690, -0.039)  0.001
C (-1.952, 0.196, 5.319)  0.176
F (-0.301, 3.394, 3.264)  0.069
C (1.355, -1.356, -1.495)  0.003
N (0.405, -1.385, -0.506)  0.004
H (2.813, -2.412, -2.632)  0.000
H (0.840, -4.617, 0.531)  0.000
H (2.402, 3.640, -2.804)  0.000
C (-2.781, 1.237, -1.051)  0.019
C (-2.041, 1.490, 5.837)  -0.011
C (2.081, -2.506, -1.837)  0.002
H (-3.136, -0.971, 0.173)  -0.001

---

Record 4
Entry from the Open Molecules 2025 dataset: the molecule C19H17FN6O2 (ωB97M-V with the def2-TZVPD basis set).

Results
Energy relative to the best compared isomer or geometry (same formula, charge and spin) = 1574.5 kJ/mol
E = -35715.061 eV
SMILES = O=C(CCc1nnc2ccc(NCc3ccco3)nn12)Nc1ccccc1F
LUMO = -0.02169 Ha

Each line ends with the Mulliken charge.
Cartesian coordinates (Å):
H (2.891, 2.285, -0.703)  0.242
C (-2.303, -1.713, 1.767)  -0.262
H (-1.533, -3.209, -0.792)  0.689
H (-1.043, -1.224, -2.219)  0.344
O (2.419, 0.165, 1.320)  -0.639
H (1.677, -1.255, -2.233)  0.098
C (-0.012, -4.965, -0.938)  -0.622
H (3.287, 3.975, 0.025)  0.401
C (0.605, -2.912, -1.420)  0.346
C (1.869, 1.328, 1.503)  0.630
C (-2.024, 1.213, -2.051)  -1.288
N (0.442, 1.455, 1.832)  -0.182
H (-3.987, 0.008, 1.499)  0.342
C (1.269, -5.006, -1.159)  -0.672
C (-1.819, 0.611, 1.526)  0.912
N (0.144, 2.566, -0.873)  0.474
C (0.739, -1.428, -1.542)  0.122
N (0.687, 1.251, -1.190)  -0.662
H (1.237, -1.100, -0.535)  -0.227
O (1.479, -3.702, -1.297)  -0.367
C (-0.550, 0.657, -1.589)  0.184
H (0.145, 2.234, 1.786)  0.252
C (2.431, 3.214, 0.039)  -0.336
H (-3.382, -2.448, 1.533)  0.147
C (2.660, 2.423, 1.582)  -1.040
C (1.158, 3.398, -0.241)  0.263
H (-2.592, 0.429, -2.016)  0.566
C (-1.956, 2.448, -1.465)  -0.273
C (-0.013, -1.024, 1.676)  -0.714
H (-0.767, -3.013, 1.747)  0.781
N (0.538, 4.562, -0.369)  -0.725
C (-0.953, 3.227, -1.028)  1.029
H (0.812, -1.359, 2.055)  0.966
N (-0.318, -0.843, -1.687)  0.264
C (-1.056, -2.059, 1.835)  -1.178
F (-2.024, 2.019, 1.502)  -0.429
H (2.327, 3.239, 2.195)  0.337
C (-0.405, 0.350, 1.737)  0.481
H (1.858, -5.736, -1.338)  0.677
C (-2.841, -0.280, 1.438)  -0.866
H (3.709, 2.276, 1.803)  0.442
N (-0.725, 4.357, -0.571)  -0.682
H (-2.834, 2.947, -1.816)  0.487
C (-0.547, -3.559, -0.942)  -0.503
H (-0.700, -5.804, -0.385)  0.186